Formula: C44H45BrF5N4O2PSeTeW
Source: OMol25
Level of theory: wB97M-V/def2-TZVPD

## Properties
total charge	+2
HOMO-LUMO gap (spin up / spin down)	6.025 / 6.029	eV
lowest unoccupied orbital energy (spin up / spin down)	-6.957 / -6.954	eV
2S+1	1
electronic energy	-8224.08400	a.u.
relative energy (zero: lowest compared OMol25 entry of this formula, charge and spin)	1.609	eV
HOMO level (spin up / spin down)	-12.982 / -12.983	eV
molar mass	1258.14	g/mol

Atoms and positions in Å:
1 W 0.364 0.097 -1.817
2 Br -3.197 -2.189 3.991
3 C -2.617 -1.554 2.314
4 C -2.860 -0.235 1.944
5 C -2.497 0.224 0.688
6 C -1.842 -0.617 -0.196
7 O -1.564 -0.281 -1.486
8 C -1.492 -1.894 0.233
9 C -0.682 -2.694 -0.653
10 N -0.058 -2.177 -1.611
11 C 0.533 -2.999 -2.616
12 C 0.876 -4.309 -2.502
13 C 1.447 -4.993 -3.597
14 C 1.654 -4.350 -4.779
15 C 1.287 -2.991 -4.917
16 C 1.485 -2.251 -6.103
17 C 1.064 -0.957 -6.156
18 C 0.475 -0.386 -5.022
19 N 0.299 -1.019 -3.889
20 C 0.710 -2.326 -3.827
21 C -1.937 -2.388 1.457
22 H -3.378 0.430 2.626
23 H -2.750 1.232 0.393
24 H -0.673 -3.776 -0.527
25 H 0.731 -4.843 -1.568
26 H 1.724 -6.034 -3.488
27 H 2.097 -4.866 -5.624
28 H 1.979 -2.715 -6.951
29 H 1.195 -0.354 -7.043
30 H 0.148 0.640 -5.052
31 H -1.749 -3.425 1.722
32 C 4.309 -1.595 2.956
33 C 4.106 -2.764 1.986
34 C 2.975 -3.722 2.378
35 C 1.571 -3.282 1.975
36 N 1.066 -2.142 2.757
37 C 0.947 -0.869 2.365
38 Se 1.550 -0.276 0.666
39 N 0.469 -0.136 3.364
40 C 0.263 1.323 3.349
41 C 1.579 2.102 3.481
42 C 2.474 1.728 4.669
43 C 1.983 2.291 6.003
44 C 0.220 -0.976 4.454
45 C -0.312 -0.735 5.717
46 C -0.437 -1.822 6.556
47 C -0.041 -3.113 6.160
48 C 0.487 -3.350 4.909
49 C 0.603 -2.249 4.066
50 H 5.227 -1.055 2.713
51 H 4.399 -1.951 3.987
52 H 3.491 -0.869 2.914
53 H 5.030 -3.342 1.944
54 H 3.924 -2.379 0.977
55 H 3.000 -3.896 3.459
56 H 3.135 -4.690 1.896
57 H 0.868 -4.105 2.123
58 H 1.552 -2.997 0.925
59 H -0.409 1.567 4.168
60 H -0.252 1.582 2.429
61 H 1.318 3.161 3.547
62 H 2.159 1.962 2.568
63 H 3.474 2.121 4.470
64 H 2.579 0.638 4.729
65 H 1.848 3.374 5.940
66 H 2.708 2.090 6.794
67 H 1.036 1.850 6.317
68 H -0.631 0.245 6.039
69 H -0.852 -1.678 7.545
70 H -0.157 -3.938 6.852
71 H 0.798 -4.343 4.606
72 C -2.534 0.920 -4.407
73 P -1.671 1.838 -3.088
74 C -1.205 3.382 -3.925
75 C -0.070 3.416 -4.740
76 C 0.257 4.561 -5.450
77 C -0.530 5.698 -5.338
78 C -1.662 5.673 -4.538
79 C -2.002 4.526 -3.833
80 C -2.957 2.279 -1.919
81 C -4.193 1.639 -1.908
82 C -5.177 2.048 -1.017
83 C -4.925 3.080 -0.125
84 C -3.682 3.704 -0.113
85 C -2.698 3.300 -1.003
86 H -3.471 1.427 -4.641
87 H -2.733 -0.105 -4.094
88 H -1.923 0.913 -5.306
89 H 0.589 2.563 -4.807
90 H 1.140 4.568 -6.078
91 H -0.255 6.603 -5.865
92 H -2.291 6.552 -4.456
93 H -2.905 4.529 -3.238
94 H -4.397 0.816 -2.583
95 H -6.144 1.560 -1.022
96 H -5.699 3.396 0.565
97 H -3.476 4.507 0.584
98 H -1.732 3.786 -0.990
99 F 1.024 1.253 -3.105
100 Te 1.262 2.504 0.070
101 F -0.117 3.444 0.977
102 F 2.411 1.457 -1.228
103 F 1.998 -0.798 -1.999
104 F 1.100 3.652 -1.356
105 O -0.161 1.551 -0.721


Formula: C16H32Cl16
Source: OMol25
Level of theory: wB97M-V/def2-TZVPD

## Properties
total charge	+1
HOMO-LUMO gap (spin up / spin down)	10.423 / 2.726	eV
lowest unoccupied orbital energy (spin up / spin down)	-2.139 / -9.835	eV
2S+1	2
electronic energy	-7991.49553	a.u.
relative energy (zero: lowest compared OMol25 entry of this formula, charge and spin)	1.111	eV
HOMO level (spin up / spin down)	-12.561 / -12.561	eV
molar mass	791.68	g/mol

Atoms and positions in Å:
1 Cl -27.004 28.355 -7.629
2 C -26.840 29.478 -8.990
3 C -28.240 29.928 -9.507
4 Cl -27.979 30.972 -10.918
5 H -26.258 28.863 -9.677
6 H -26.260 30.346 -8.677
7 H -28.699 30.525 -8.720
8 H -28.871 29.166 -9.966
9 Cl -30.977 21.620 -7.258
10 C -30.432 20.587 -8.643
11 C -30.583 21.027 -10.176
12 Cl -29.219 22.193 -10.481
13 H -31.036 19.690 -8.502
14 H -29.419 20.276 -8.390
15 H -31.598 21.403 -10.297
16 H -30.308 20.175 -10.799
17 Cl -25.405 20.983 -8.416
18 C -24.964 22.608 -7.840
19 C -23.548 22.872 -8.475
20 Cl -23.643 23.321 -10.270
21 H -24.957 22.549 -6.752
22 H -25.689 23.275 -8.306
23 H -22.842 22.044 -8.415
24 H -23.186 23.766 -7.967
25 Cl -28.183 23.772 -6.074
26 C -28.655 24.780 -7.471
27 C -30.078 25.417 -7.177
28 Cl -30.329 26.739 -8.322
29 H -28.540 24.102 -8.316
30 H -27.865 25.531 -7.473
31 H -30.274 25.789 -6.171
32 H -30.976 24.822 -7.339
33 Cl -31.188 24.905 -2.596
34 C -31.606 23.660 -3.701
35 C -31.074 22.337 -3.015
36 Cl -29.357 22.210 -2.947
37 H -31.239 23.785 -4.720
38 H -32.691 23.603 -3.792
39 H -31.259 21.505 -3.694
40 H -31.423 22.240 -1.987
41 Cl -30.518 29.949 -6.353
42 C -31.305 28.821 -5.307
43 C -30.632 28.773 -3.944
44 Cl -31.042 30.297 -3.024
45 H -31.305 27.817 -5.730
46 H -32.371 29.049 -5.330
47 H -29.594 28.480 -3.785
48 H -31.173 27.975 -3.436
49 Cl -25.554 27.160 -4.492
50 C -25.930 25.533 -3.936
51 C -27.039 25.721 -2.850
52 Cl -26.369 26.248 -1.278
53 H -25.004 25.283 -3.420
54 H -26.156 24.877 -4.776
55 H -27.682 24.842 -2.799
56 H -27.673 26.510 -3.253
57 Cl -33.458 25.390 -6.005
58 C -34.567 25.666 -7.394
59 C -34.853 27.131 -7.690
60 Cl -33.383 28.030 -8.046
61 H -35.534 25.235 -7.134
62 H -34.294 25.172 -8.327
63 H -35.441 27.621 -6.914
64 H -35.485 27.361 -8.548


Formula: C4H6O2
Source: OMol25
Level of theory: wB97M-V/def2-TZVPD

## Properties
HOMO-LUMO gap	10.842	eV
lowest unoccupied orbital energy	0.917	eV
2S+1	1
electronic energy	-306.40868	a.u.
relative energy (zero: lowest compared OMol25 entry of this formula, charge and spin)	2.656	eV
HOMO level	-9.925	eV
molar mass	86.09	g/mol

Atoms and positions in Å:
1 O -1.698 -1.542 1.071
2 C -0.607 -1.103 1.344
3 C 0.283 -0.490 0.316
4 C -0.359 0.142 -0.890
5 C 0.692 1.230 -0.555
6 O 0.842 0.752 0.791
7 H -0.197 -1.102 2.371
8 H 1.076 -1.169 -0.020
9 H -1.404 0.448 -0.694
10 H -0.296 -0.303 -1.878
11 H 0.022 2.028 -0.771
12 H 1.646 1.109 -1.086


Formula: C3H3FN2
Source: OMol25
Level of theory: wB97M-V/def2-TZVPD

## Properties
SMILES	Fc1c[nH]cn1
HOMO-LUMO gap	9.117	eV
lowest unoccupied orbital energy	0.833	eV
2S+1	1
electronic energy	-325.44760	a.u.
relative energy (zero: lowest compared OMol25 entry of this formula, charge and spin)	1.198	eV
HOMO level	-8.284	eV
molar mass	86.07	g/mol

Atoms and positions in Å:
1 C -0.080 -0.910 -0.604
2 C 0.220 1.174 0.227
3 C -0.529 -0.693 0.912
4 N -0.301 0.557 1.271
5 N 0.336 0.338 -0.881
6 F -0.804 -1.566 1.885
7 H -0.386 -1.605 -1.391
8 H 0.664 2.194 0.264
9 H 0.880 0.511 -1.684


Formula: C48H132N12O12
Source: OMol25
Level of theory: wB97M-V/def2-TZVPD

## Properties
SMILES	COC[C@H](C)N.COC[C@H](C)N.COC[C@H](C)N.COC[C@H](C)N.COC[C@H](C)N.COC[C@H](C)N.COC[C@H](C)N.COC[C@H](C)N.COC[C@H](C)N.COC[C@H](C)N.COC[C@H](C)N.COC[C@H](C)N
HOMO-LUMO gap	8.640	eV
lowest unoccupied orbital energy	0.280	eV
2S+1	1
electronic energy	-3467.51804	a.u.
relative energy (zero: lowest compared OMol25 entry of this formula, charge and spin)	7.307	eV
HOMO level	-8.360	eV
molar mass	1069.66	g/mol

Atoms and positions in Å:
1 C -4.342 -3.000 -3.769
2 C -3.635 -2.906 -5.158
3 C -2.450 -3.835 -5.319
4 O -1.414 -3.337 -4.548
5 C -0.798 -2.156 -5.022
6 N -4.702 -3.119 -6.085
7 H -4.982 -3.875 -3.655
8 H -5.024 -2.151 -3.725
9 H -3.656 -2.922 -2.926
10 H -3.238 -1.909 -5.353
11 H -2.046 -3.993 -6.319
12 H -2.605 -4.881 -5.057
13 H 0.283 -2.299 -5.033
14 H -1.022 -1.357 -4.314
15 H -1.212 -1.657 -5.898
16 H -5.136 -4.020 -5.945
17 H -4.485 -3.031 -7.067
18 C -6.174 1.791 -2.345
19 C -5.199 0.564 -2.549
20 C -4.008 0.858 -3.562
21 O -2.869 1.552 -3.000
22 C -2.089 2.128 -3.965
23 N -4.701 0.329 -1.182
24 H -5.955 2.488 -1.537
25 H -7.111 1.424 -1.928
26 H -6.293 2.578 -3.090
27 H -5.862 -0.275 -2.758
28 H -4.365 1.329 -4.478
29 H -3.465 -0.041 -3.851
30 H -2.680 2.752 -4.636
31 H -1.546 1.421 -4.592
32 H -1.333 2.603 -3.341
33 H -4.190 -0.541 -1.130
34 H -3.958 1.007 -1.085
35 C 2.686 2.704 -2.508
36 C 2.762 1.439 -3.314
37 C 2.448 1.564 -4.782
38 O 1.020 1.714 -5.002
39 C 0.563 2.025 -6.343
40 N 3.987 0.711 -3.073
41 H 3.344 3.487 -2.886
42 H 3.077 2.523 -1.507
43 H 1.668 3.093 -2.538
44 H 2.053 0.753 -2.851
45 H 2.708 0.694 -5.386
46 H 3.013 2.401 -5.192
47 H 0.426 1.149 -6.977
48 H 1.202 2.754 -6.840
49 H -0.439 2.442 -6.238
50 H 4.614 1.133 -3.743
51 H 4.163 1.068 -2.145
52 C 0.737 -4.223 4.583
53 C 0.157 -3.904 3.248
54 C 1.082 -4.260 2.045
55 O 2.293 -3.378 2.232
56 C 3.536 -3.998 1.773
57 N -1.106 -4.592 3.022
58 H 1.219 -5.199 4.524
59 H -0.067 -4.093 5.308
60 H 1.539 -3.505 4.752
61 H 0.089 -2.818 3.173
62 H 0.602 -4.086 1.082
63 H 1.321 -5.321 2.114
64 H 3.323 -4.213 0.726
65 H 3.868 -4.902 2.282
66 H 4.330 -3.258 1.672
67 H -1.652 -4.333 3.831
68 H -1.523 -4.109 2.239
69 C -2.103 -6.460 -2.412
70 C -0.959 -5.615 -1.833
71 C 0.549 -5.959 -2.282
72 O 1.534 -4.991 -1.816
73 C 2.860 -5.265 -2.122
74 N -1.399 -4.223 -1.981
75 H -2.112 -6.275 -3.486
76 H -2.985 -6.382 -1.777
77 H -1.897 -7.521 -2.266
78 H -0.930 -5.707 -0.747
79 H 0.459 -5.962 -3.369
80 H 0.791 -6.892 -1.773
81 H 3.152 -6.272 -1.825
82 H 3.534 -4.526 -1.688
83 H 2.909 -5.219 -3.210
84 H -1.384 -3.992 -2.964
85 H -0.828 -3.528 -1.521
86 C -1.157 1.220 -0.157
87 C -0.593 0.172 -1.147
88 C 0.562 -0.579 -0.418
89 O 1.666 0.326 -0.090
90 C 2.648 -0.157 0.649
91 N -1.686 -0.721 -1.599
92 H -1.466 0.748 0.775
93 H -2.015 1.719 -0.607
94 H -0.413 2.016 -0.144
95 H -0.213 0.697 -2.023
96 H 0.931 -1.393 -1.041
97 H 0.316 -1.065 0.527
98 H 3.561 0.433 0.571
99 H 2.931 -1.175 0.380
100 H 2.243 -0.243 1.657
101 H -2.344 -0.107 -2.058
102 H -1.401 -1.241 -2.416
103 C 6.526 -2.257 -0.206
104 C 7.504 -1.162 -0.583
105 C 8.740 -1.199 0.380
106 O 8.329 -1.098 1.787
107 C 9.380 -1.373 2.713
108 N 7.889 -1.268 -1.991
109 H 6.128 -2.121 0.799
110 H 6.962 -3.256 -0.183
111 H 5.705 -2.334 -0.919
112 H 6.877 -0.281 -0.449
113 H 9.276 -0.271 0.180
114 H 9.410 -1.993 0.051
115 H 9.425 -2.436 2.947
116 H 8.955 -0.946 3.622
117 H 10.421 -1.089 2.556
118 H 7.054 -1.170 -2.550
119 H 8.519 -0.553 -2.328
120 C 0.365 6.743 -0.596
121 C -0.013 8.103 -1.312
122 C -1.189 8.749 -0.596
123 O -1.713 9.653 -1.578
124 C -3.085 10.152 -1.436
125 N 1.233 8.925 -1.460
126 H 1.300 6.403 -1.042
127 H -0.341 5.938 -0.799
128 H 0.438 6.917 0.478
129 H -0.307 7.856 -2.332
130 H -0.982 9.255 0.347
131 H -1.990 8.020 -0.474
132 H -3.859 9.430 -1.698
133 H -3.162 11.167 -1.824
134 H -3.134 10.308 -0.358
135 H 1.512 9.173 -0.522
136 H 0.970 9.767 -1.952
137 C -3.805 3.782 4.457
138 C -4.902 3.047 3.680
139 C -5.713 2.012 4.603
140 O -4.839 0.951 4.989
141 C -5.689 -0.142 5.483
142 N -5.908 4.024 3.206
143 H -4.285 4.417 5.202
144 H -3.359 4.547 3.821
145 H -3.103 3.023 4.800
146 H -4.452 2.619 2.785
147 H -6.456 1.702 3.869
148 H -6.164 2.317 5.548
149 H -6.543 0.310 5.987
150 H -5.056 -0.779 6.101
151 H -5.973 -0.681 4.578
152 H -6.090 4.565 4.040
153 H -5.389 4.591 2.550
154 C -1.421 -0.736 4.098
155 C -0.895 -0.096 5.416
156 C -0.182 1.302 5.370
157 O 0.918 1.175 4.543
158 C 1.643 2.314 4.153
159 N -2.039 -0.121 6.339
160 H -1.856 -1.698 4.369
161 H -0.732 -0.844 3.261
162 H -2.209 -0.099 3.695
163 H -0.111 -0.731 5.829
164 H 0.059 1.709 6.352
165 H -0.858 1.967 4.833
166 H 2.365 2.065 3.376
167 H 2.204 2.889 4.890
168 H 0.887 2.997 3.765
169 H -1.911 0.621 7.013
170 H -2.815 0.273 5.826
171 C -4.646 -4.774 0.391
172 C -4.171 -3.335 0.615
173 C -4.551 -2.788 2.010
174 O -5.929 -2.654 2.176
175 C -6.620 -1.615 1.514
176 N -2.743 -3.249 0.481
177 H -5.721 -4.850 0.558
178 H -4.199 -5.388 1.173
179 H -4.489 -5.068 -0.646
180 H -4.607 -2.689 -0.148
181 H -4.100 -1.810 2.177
182 H -4.091 -3.384 2.799
183 H -7.702 -1.613 1.642
184 H -6.404 -1.715 0.450
185 H -6.394 -0.635 1.934
186 H -2.455 -3.702 -0.375
187 H -2.488 -2.289 0.296
188 C 7.097 3.412 0.277
189 C 7.127 3.019 1.752
190 C 5.860 2.121 2.072
191 O 5.905 1.985 3.461
192 C 5.344 0.904 4.053
193 N 8.384 2.314 2.081
194 H 8.075 3.666 -0.133
195 H 6.549 4.353 0.318
196 H 6.669 2.763 -0.486
197 H 7.058 3.921 2.360
198 H 5.941 1.206 1.485
199 H 4.943 2.626 1.768
200 H 4.258 0.993 4.088
201 H 5.635 0.843 5.102
202 H 5.701 -0.041 3.644
203 H 8.523 2.191 3.074
204 H 8.236 1.395 1.690


Formula: C16H16BrN4O
Source: OMol25
Level of theory: wB97M-V/def2-TZVPD

## Properties
total charge	+1
SMILES	OCCNc1nc([NH2+]c2ccc(Br)cc2)nc2ccccc12
HOMO-LUMO gap	8.847	eV
lowest unoccupied orbital energy	-2.999	eV
2S+1	1
electronic energy	-3487.38959	a.u.
HOMO level	-11.846	eV
molar mass	360.23	g/mol

Atoms and positions in Å:
1 O -1.451 -4.704 -0.065
2 H -2.037 -5.357 -0.462
3 C -2.162 -3.526 0.211
4 C -1.244 -2.652 1.079
5 N -1.737 -1.307 1.227
6 C -1.325 -0.284 0.485
7 N -0.364 -0.520 -0.418
8 C 0.045 0.518 -1.115
9 N -0.321 1.751 -1.102
10 C -1.309 2.052 -0.205
11 C -1.777 3.369 -0.126
12 C -2.768 3.688 0.768
13 C -3.314 2.706 1.600
14 C -2.870 1.408 1.538
15 C -1.858 1.047 0.635
16 H -3.308 0.670 2.192
17 H -4.092 2.973 2.298
18 H -3.131 4.702 0.832
19 H -1.340 4.107 -0.779
20 N 1.140 0.197 -2.074
21 H 1.122 0.919 -2.806
22 H 0.965 -0.737 -2.465
23 C 2.430 0.209 -1.374
24 C 2.937 -0.975 -0.864
25 C 4.133 -0.955 -0.169
26 C 4.801 0.250 0.011
27 C 4.281 1.436 -0.494
28 C 3.086 1.416 -1.189
29 H 2.666 2.332 -1.575
30 H 4.808 2.365 -0.344
31 Br 6.439 0.278 0.961
32 H 4.546 -1.867 0.230
33 H 2.409 -1.906 -1.002
34 H -2.497 -1.159 1.873
35 H -1.136 -3.110 2.063
36 H -0.266 -2.610 0.598
37 H -2.405 -2.987 -0.718
38 H -3.098 -3.737 0.745